Entry 1:
The following is a quantum chemistry calculation of C10H9NO in the gas phase at a distorted geometry, from OMol25.

ORCA input file:
```
! RIJCOSX wB97M-V def2-TZVPD def2/J DEFGRID3
* xyz 0 1
C -1.90 1.07 1.25
C 2.44 0.95 -1.18
C 1.94 -0.30 -0.99
C 1.68 2.08 -0.99
C 0.63 -0.48 -0.63
C 0.28 1.91 -0.56
C -0.17 0.63 -0.42
C -1.52 0.42 0.21
C -2.52 -0.78 -0.38
C -2.20 -1.01 -1.80
N -2.12 2.02 1.94
O -3.42 -1.27 0.23
H 3.50 0.89 -1.37
H 2.67 -1.08 -1.24
H 1.99 3.13 -1.05
H 0.19 -1.44 -0.50
H -0.33 2.81 -0.60
H -2.42 -1.97 -2.16
H -1.20 -0.72 -1.99
H -2.86 -0.49 -2.36
H -2.12 1.98 2.91
*
```

Relative energy (zero: lowest compared OMol25 entry of this formula, charge and spin), eV: 2.839
SMILES: CC(=O)C(=C=N)c1ccccc1
HOMO energy, eV: -8.54
Gap between HOMO and LUMO, eV: 9.1
Lowest unoccupied orbital energy, eV: 0.59

***

Entry 2:
The following is a quantum chemistry calculation of C3H5P in the gas phase at a distorted geometry, from OMol25.

ORCA input file:
```
! RIJCOSX wB97M-V def2-TZVPD def2/J DEFGRID3
* xyz 0 1
C -0.86 0.76 0.77
C -1.28 0.55 -0.42
C -0.14 -0.39 0.00
P 1.62 -0.08 -0.66
H -0.77 1.34 1.64
H -1.88 0.95 -1.21
H -0.50 -1.39 0.27
H 1.86 -1.35 -1.01
H 1.97 -0.36 0.61
*
```

Relative energy (zero: lowest compared OMol25 entry of this formula, charge and spin), eV: 1.599
SMILES: PC1C=C1
HOMO energy, eV: -9.32
Gap between HOMO and LUMO, eV: 10.6
Lowest unoccupied orbital energy, eV: 1.26